# 1
# C14H18F3IN6O7Ti

C14H18F3IN6O7Ti as an isolated structure (wB97M-V/def2-TZVPD, the OMol25 dataset).

```
50
Properties=species:S:1:pos:R:3:forces:R:3
O 0.141441 -1.080207 3.693160 -0.1 0.0 0.1
C -1.553481 -2.068150 -0.756510 0.0 -0.1 0.0
O -1.337595 -1.152276 0.084251 -0.2 0.0 -0.1
H -1.668733 -0.292450 3.674167 0.0 0.0 0.0
O 0.714621 0.286585 -1.402434 0.0 0.0 0.0
C 4.839359 2.294825 -3.449127 0.0 0.0 0.0
C 2.990578 0.838703 -3.003596 0.0 0.0 0.0
C -2.450738 2.330071 2.442616 -0.1 0.0 -0.1
C -1.775016 -1.695559 -2.188949 0.0 0.0 0.0
C 1.877312 -1.349604 2.069664 -0.1 0.1 0.0
O -2.795716 3.642160 0.072275 -0.1 0.3 -0.3
F 2.125252 -2.521976 2.623647 0.0 -0.1 0.1
H -2.271779 -2.463406 -2.772088 0.0 0.0 0.0
C 4.452370 3.133566 -2.408899 0.1 0.0 0.0
H -1.447708 -2.804161 1.655371 0.0 0.0 0.0
N -2.256771 1.767082 1.219060 0.6 0.0 0.0
N -2.525027 0.109660 3.293335 0.0 0.0 0.0
H -2.571053 4.280059 1.908897 0.0 0.0 0.0
I 6.530382 2.761676 -4.571277 -0.1 0.0 0.0
O 0.223335 0.360566 1.980345 0.1 -0.3 0.1
H -1.504331 -5.360587 -0.791249 0.0 0.0 0.0
C 2.597251 1.674615 -1.961350 0.1 0.0 -0.1
H -3.347556 -0.281505 3.735324 0.0 0.0 0.0
H -2.112099 -4.415201 1.332742 0.0 0.0 0.0
H -2.503671 1.881584 4.404542 0.0 0.0 0.0
C 4.112282 1.148057 -3.749566 0.0 0.0 0.0
C 1.417008 1.348319 -1.163469 -0.1 0.2 0.0
H 5.025687 4.021872 -2.184496 0.0 0.0 0.0
N -2.527999 1.492605 3.471039 0.1 -0.1 0.1
H -0.369957 -4.126820 1.159924 0.0 0.0 0.0
C -1.757873 -4.439085 -1.306953 0.0 0.0 0.0
H -0.803738 -1.470885 -2.634334 0.0 0.0 0.0
F 1.673038 -1.543249 0.746982 0.0 0.0 -0.1
H 3.013807 3.460156 -0.852244 0.0 0.0 0.0
H -2.792557 -4.504847 -1.643293 0.0 0.0 0.0
O 1.023438 2.071269 -0.201894 0.0 0.1 -0.1
C -1.360008 -3.687443 1.032887 0.0 0.0 0.0
H -2.679460 3.974990 3.613616 0.0 0.0 0.0
F 2.944116 -0.562357 2.201604 0.1 0.0 0.0
O -1.782257 1.974338 -0.855710 0.2 -0.1 -0.2
H 4.423315 0.504287 -4.560205 0.0 0.0 0.0
Ti -0.431324 0.628714 0.195542 -0.2 0.0 0.6
N -2.527348 3.633291 2.679603 0.0 0.1 0.0
C 3.330309 2.821543 -1.665397 0.0 0.0 0.0
N -2.303258 2.548846 0.130311 -0.2 -0.2 0.3
C 0.625939 -0.665378 2.673672 0.1 0.1 -0.1
H -2.366305 -0.781584 -2.214185 0.0 0.0 0.0
H -1.098265 -4.341917 -2.166038 0.0 0.0 0.0
H 2.415114 -0.050106 -3.222966 0.0 0.0 0.0
N -1.574331 -3.330688 -0.368347 0.0 0.0 0.0
```
Positions in Å, forces in eV/Å.

Properties
2S+1: 2
Expectation value of S²: 0.752
E_HOMO (spin up / spin down) in eV: -11.00 / -11.02
Total charge: +1
Calculated total energy in a.u.: -2846.1707

# 2
# C30H81N3O14

A 9-piece molecular cluster, C30H81N3O14 overall in a non-equilibrium geometry (wB97M-V/def2-TZVPD, the OMol25 dataset).

```
128
Properties=species:S:1:pos:R:3:forces:R:3
C 1.511228 -4.626771 -0.566315 -0.3 -0.5 1.4
H 3.255062 5.815915 -1.082869 -1.0 0.0 0.5
H 6.397524 0.359483 -0.157960 -0.3 0.6 0.5
C 1.437732 0.699474 -1.932999 1.0 1.4 -1.5
C 0.598405 3.756895 2.062934 0.7 0.8 -0.2
H 1.189530 4.286383 2.819019 -0.4 0.5 0.0
H 0.079513 -6.155773 -0.160677 -0.4 0.7 0.4
H 1.140850 3.571558 -3.433338 -1.2 1.0 -0.1
H 5.078098 0.163895 1.093269 0.5 0.7 -1.0
H -0.954558 -5.048017 2.529275 -0.4 -0.2 0.2
H -0.573973 0.426203 3.799556 0.1 -0.9 -1.1
C -2.810361 1.819386 1.193292 1.9 -0.3 -1.9
H -0.012230 5.024498 -3.379702 0.2 0.2 0.1
H -7.106754 3.421048 -5.352830 -0.1 0.0 0.4
H -2.473143 -1.486748 2.743003 0.4 -0.1 0.3
O 0.185119 0.803054 -2.579114 0.5 -0.6 -0.6
H -2.772813 -1.437393 -2.036812 -0.2 -1.1 0.8
H -7.207660 2.819809 -7.036461 -1.2 -0.5 -0.3
H -0.537487 -2.728661 -3.679737 -1.0 0.7 0.4
H 2.340071 3.069077 1.127397 0.1 -0.8 -0.3
C 2.615744 -1.417929 2.739835 0.9 -1.5 1.3
H -0.261800 1.243719 -1.860193 -1.4 0.6 0.1
H -4.582938 -0.016021 -4.412383 -1.4 -1.7 0.3
O -1.370675 -0.904355 -4.246222 0.2 0.6 -0.2
H -1.623829 2.722174 3.359985 -0.5 -0.4 -0.3
H 2.119567 0.516518 0.070807 -0.4 0.6 0.0
H 3.852165 4.306458 -0.559746 -0.7 0.0 0.6
H -2.269440 0.860937 1.210432 -0.1 0.1 0.4
H -0.302714 4.326697 1.806479 0.0 -0.3 0.3
H 1.932468 1.677629 -2.013364 0.3 -0.2 -0.3
H -1.056217 2.252027 -4.163589 1.2 0.3 0.0
H 2.048713 -2.601642 -2.351357 -0.2 0.3 0.3
C -0.722366 -1.520199 1.510133 1.6 1.1 -0.7
H -1.295103 1.166096 5.073242 -2.1 -0.1 1.1
H -0.303518 -0.584756 1.867476 0.2 0.1 0.3
H -2.018785 -3.045531 2.104051 -0.4 -0.2 -0.3
H -0.163187 -3.119385 3.472225 -0.4 0.5 -0.2
H 2.036857 -0.096289 -2.356806 0.2 0.1 -0.4
C 1.491344 3.683543 0.844384 0.3 0.0 -0.9
C -1.607820 -2.114907 2.486804 -0.9 -1.3 1.0
C 1.205741 0.404779 -0.531980 0.6 -1.4 1.5
C -0.794960 3.320265 -4.269745 -1.0 -0.8 -0.6
H -1.082888 -1.293138 0.540197 -1.0 0.0 -0.8
H 1.806393 -3.771506 0.035217 0.4 1.1 -0.6
C 0.740113 -5.261126 3.850124 -2.8 -9.6 2.4
O 2.000617 4.907429 0.403512 1.1 2.1 0.4
O 0.063296 1.135816 -0.090485 0.3 -1.3 -1.0
H 4.754612 -0.902435 -0.966106 -0.4 1.3 0.0
H 1.671486 -5.804118 4.008887 -0.1 -1.9 -0.6
H -1.116981 -1.106350 -1.780565 0.4 1.3 -0.1
H -0.471925 -4.487827 0.348117 -0.7 0.4 -0.6
H 0.939093 3.365513 -0.032115 -0.1 -1.1 0.0
H -2.638841 3.254458 -3.713711 0.7 0.8 -0.8
C -1.488918 -2.103017 -3.532232 1.0 -2.0 -2.7
H 1.152521 2.233092 3.177645 0.2 -0.5 -0.9
N -3.247630 1.246524 -3.469432 -0.6 -0.3 -1.5
H 0.325972 1.630636 0.666189 -0.1 0.6 1.5
H -0.475265 3.323678 4.497303 0.6 -0.1 -1.1
H -2.028397 2.588802 1.033755 -0.1 -0.2 -0.2
O 2.949333 -1.644081 1.411078 1.7 -0.8 -1.5
H 5.430794 2.741934 -0.638778 0.6 -0.2 -0.9
H -3.176258 2.061156 2.150284 -1.6 0.0 0.8
H 0.152629 -5.555435 4.740380 -0.3 0.2 0.1
H 1.901814 -3.689112 -3.716937 -0.6 -0.4 0.4
C -6.572289 3.069368 -6.224061 0.2 -1.4 -0.4
H 1.835462 -0.166161 6.023160 0.4 0.3 -0.1
H -0.274071 3.497564 -5.229964 -0.9 -0.1 -0.1
H -4.357434 2.905926 -5.207284 0.6 0.0 0.2
H 1.643680 -1.824375 2.885657 -0.8 -0.5 0.4
O 4.546717 0.063693 -0.901661 -0.6 -2.1 -1.1
H 3.970993 2.219494 0.071969 -0.5 -0.2 0.0
H -2.232573 0.750677 -1.005330 -0.4 0.6 0.1
N 0.892656 -5.387368 1.593308 0.0 -0.7 0.2
H 0.374237 -0.113636 6.850683 -1.0 0.0 -0.3
C -4.066446 0.851701 -4.666840 0.9 1.8 -0.5
C 1.519038 -3.622257 5.166385 -1.3 1.1 1.3
C -2.969079 1.585806 -1.112195 -1.1 -1.7 0.3
H 1.299386 -4.547473 1.968561 0.6 0.5 -0.9
H 3.343571 -1.940225 3.399482 -0.5 0.0 -0.2
C -4.988511 2.013765 -5.059005 6.7 1.5 6.0
C 2.028551 -3.653604 -2.626402 -0.2 0.2 -0.1
H 1.117883 -0.684710 -0.527620 -1.1 -0.2 0.7
C 5.346881 0.632929 0.086079 0.7 -1.6 0.6
C -0.623642 2.531839 3.701186 0.3 0.0 1.1
H -0.668725 -0.391052 -3.812669 0.0 0.2 0.0
O 0.561373 1.188542 5.154815 10.1 -1.3 6.6
H 2.231115 -2.825533 5.105696 0.4 0.4 -0.6
O 1.136281 -4.088986 3.892735 2.4 10.1 0.1
H 3.583075 0.441119 2.715148 -0.3 -0.1 0.2
H 0.091667 -2.206066 1.330348 0.6 -0.3 -0.1
O 1.071720 -4.393222 -1.865628 0.0 0.9 -1.2
H -0.071559 3.631948 -2.257318 -0.8 0.1 0.7
O -2.046905 3.947681 -4.131026 -1.8 -0.3 -0.1
H -4.839322 1.895483 -2.148886 0.6 -0.1 -0.4
C 0.771275 -0.083891 5.837522 1.1 0.5 -0.9
H 2.391167 4.287443 -1.515009 0.0 0.3 -0.2
H 1.976360 -4.376310 5.789198 0.0 -0.7 -0.1
H -0.307972 -6.763350 2.739092 -0.1 0.8 -0.2
H 2.468140 0.251119 4.077311 0.0 -0.1 0.2
O -0.850886 -2.451057 3.655643 -0.6 0.6 0.5
H 2.402111 -5.280884 -0.562438 -0.5 -0.2 0.0
H -2.570955 0.481965 -3.533429 0.2 0.4 0.7
H 3.913050 -1.849831 1.406003 -1.2 0.3 -0.3
C 2.623285 -0.004898 3.038347 0.7 2.4 -0.1
H 0.636295 -3.174886 5.746814 0.8 -0.9 -0.9
C -0.440109 1.252403 4.466044 -9.7 0.1 -5.0
H 2.998134 -4.045364 -2.427107 1.0 -0.4 0.2
H 0.558931 -0.934262 5.150016 -0.7 0.6 0.6
H -0.488586 -3.255299 -1.570778 1.1 -0.4 -0.7
O -1.345240 -2.957514 -1.309249 -2.9 -0.4 0.9
H -5.995148 3.832111 -6.674026 1.3 1.1 0.1
H 5.371373 2.457939 1.034296 0.2 0.5 0.8
H -5.573004 2.239134 -4.237911 -0.7 0.7 3.3
C -0.070633 -5.680748 2.638828 1.5 -0.2 0.0
H -2.273780 -2.676724 -4.067030 0.3 0.2 0.5
H -4.368720 0.203712 -1.910444 0.2 0.7 -0.6
C 0.351828 -5.169558 0.285475 1.3 -1.6 -1.0
C -3.964633 1.220070 -2.209917 -0.3 -0.9 1.1
H 1.852708 0.482425 2.457785 -0.2 0.2 -0.1
C 0.061848 3.951852 -3.272798 3.7 -1.2 0.6
C 5.038123 2.071879 0.094965 -0.2 0.8 1.0
O -5.803176 1.900620 -5.974002 -6.3 -1.6 -8.5
N 0.320460 2.400599 2.599102 0.7 2.2 0.4
H -3.372908 0.577773 -5.482088 -0.2 0.3 0.3
C 2.890672 4.845648 -0.713383 0.3 -1.0 -0.2
O -3.698082 1.787227 0.085036 -0.1 0.1 0.9
C -1.770801 -1.878958 -2.118134 1.2 0.6 1.0
H -2.469829 2.472717 -1.364782 1.0 1.4 -0.4
```
Positions in Å, forces in eV/Å.

Properties
E_HOMO in eV: -8.90
Total charge: 0
Calculated total energy in a.u.: -2408.8021

# 3
# C22H27N2O

A 2-piece molecular cluster, C22H27N2O overall in a non-equilibrium geometry (wB97M-V/def2-TZVPD, the OMol25 dataset).

```
52
Properties=species:S:1:pos:R:3:forces:R:3
C 2.037985 3.014993 -2.393082 0.5 0.1 0.2
C 0.105943 1.222759 0.257466 -0.4 1.0 1.1
N -1.544144 0.733580 -0.913881 -0.8 -0.3 -0.6
H 0.309014 -1.108761 5.143584 -0.2 -0.3 -0.3
H 0.142106 -2.707645 4.336994 -0.2 0.4 0.2
C 3.550668 1.449935 -1.300943 -0.1 0.6 -0.1
C 1.001646 -1.084850 0.858126 0.0 -0.4 1.1
H -2.706379 1.667894 0.620809 0.0 -0.2 -0.3
C 1.542312 -1.637624 -0.298273 0.1 -0.8 -0.1
N 0.282442 -1.112713 3.029664 -0.2 0.3 -0.5
C 1.246009 1.653815 -0.522534 0.5 1.5 -1.3
H 1.149173 -3.798613 2.989961 0.3 0.1 -0.7
H -1.266060 -1.580222 4.389397 0.7 -0.1 0.0
H -0.286637 1.259266 4.304318 -0.2 0.0 -0.3
H -1.589588 2.039134 -2.591124 0.2 -0.4 0.1
H -2.525851 2.635316 -0.856205 -0.1 -0.4 0.1
H 1.594734 -1.055670 -1.218725 0.0 -0.3 0.2
C -0.773746 1.122699 3.325719 -0.3 0.3 0.2
C 1.073222 2.730339 -1.436851 0.1 -0.4 0.0
H -0.184739 0.950523 -2.533656 -0.4 0.0 0.2
C -0.161298 -1.654618 4.305636 -0.1 0.2 0.3
H 4.049542 2.575494 -3.082882 -0.3 0.0 0.4
C 0.937707 -1.869681 2.048074 -0.7 0.4 -0.9
C 2.557214 1.159133 -0.370277 0.1 -0.3 0.0
C 3.286448 2.374473 -2.321369 -0.2 -0.5 -0.4
H 2.442075 -3.416839 -1.142443 -0.1 0.2 0.3
H 0.185363 3.366297 -1.371714 0.0 -0.5 -0.3
C -2.624371 -1.462283 -1.736307 0.6 0.2 -0.2
O -1.798781 -1.295739 -2.890878 -0.8 0.3 0.1
H -2.572618 -2.535955 -1.481645 -0.3 0.5 -0.1
H -3.618236 1.173944 -0.862945 0.5 0.6 0.3
H 4.534766 0.969700 -1.229620 -0.5 0.4 0.1
H 2.831486 0.577433 0.509192 -0.3 -0.2 -0.4
H 2.294931 -4.753855 0.936944 -0.4 0.4 -0.1
H -3.669587 -1.137810 -1.945022 0.5 -0.3 0.1
C -0.089594 0.093690 2.516419 0.4 -0.7 -1.0
H -2.995215 0.288929 -3.562698 0.6 -0.2 0.0
H -1.324556 0.058177 -4.301783 -0.6 0.2 0.3
C -1.274033 1.005642 -2.377100 0.5 -0.2 0.1
H -1.101893 -1.240068 -0.236215 -0.3 0.2 -0.3
C 1.289538 -3.210010 2.069895 0.6 -0.4 0.0
H -1.828036 0.863941 3.499173 0.2 0.0 0.1
C -1.986674 -0.686211 -0.583803 0.7 0.2 0.3
C 0.334411 0.170913 1.168255 -0.4 -0.8 0.9
C -1.924624 0.041238 -3.374901 0.1 -0.5 0.3
H 1.838609 3.741270 -3.188709 0.2 -0.1 0.5
H -0.550720 2.035300 0.572088 0.4 -0.1 0.2
C 2.004212 -2.960197 -0.250155 -0.1 0.3 -0.2
H -2.675414 -0.616344 0.269720 0.2 0.0 -0.2
C 1.883831 -3.738590 0.910716 -0.1 0.2 0.7
H -0.765001 2.076339 2.790199 0.1 -0.1 0.2
C -2.667591 1.612134 -0.476611 0.0 0.0 -0.1
```
Positions in Å, forces in eV/Å.

Properties
E_HOMO in eV: -10.96
Total charge: +1
Calculated total energy in a.u.: -1038.9913

# 4
# C6H10N2S2

C6H10N2S2 as an isolated structure in a non-equilibrium geometry (wB97M-V/def2-TZVPD, the OMol25 dataset).

```
20
Properties=species:S:1:pos:R:3:forces:R:3
C 0.979234 0.639833 -1.163924 3.4 2.4 1.3
H 5.142071 -0.977088 1.183432 -2.0 -0.3 -0.1
H 0.497937 1.060346 -2.053906 -0.5 -0.4 0.7
S 2.825603 1.234548 -1.600497 -0.8 -0.4 0.1
C -5.089325 -1.252971 -0.785941 2.7 -1.1 -0.9
N 3.777413 0.457668 -0.436985 -0.8 0.5 0.7
H 3.700066 -0.998141 2.190940 -0.8 0.8 1.3
H 0.684730 -1.485995 -1.654408 0.2 0.0 0.0
C 4.011495 -1.231561 1.218622 3.1 -2.2 -0.5
H 3.882129 -2.341260 1.126804 0.3 0.8 0.1
C 1.303497 -0.784431 -1.088274 0.3 -1.1 0.4
C 3.271841 -0.650210 0.110296 2.7 3.4 0.9
H -5.980489 0.725656 -0.850136 1.9 -1.3 0.4
H -4.052691 0.472580 -0.780231 -0.1 0.6 0.3
N 2.252316 -1.291010 -0.358290 -3.3 -1.4 -2.2
H -5.913758 -1.815878 -0.987694 -2.6 -1.2 0.0
H 0.893174 1.177925 -0.157682 -0.7 -0.9 -1.5
C -5.042453 0.045236 -0.751190 -1.3 2.2 -0.5
S 5.055263 1.966318 0.783748 -1.0 -1.3 -1.0
H -4.169357 -1.871248 -0.942810 -0.6 0.8 0.7
```
Positions in Å, forces in eV/Å.

Properties
E_HOMO (spin up / spin down) in eV: -8.27 / -8.25
Total charge: 0
Calculated total energy in a.u.: -1140.3024

Please write out number 4 again, unchanged.
# C6H10N2S2

C6H10N2S2 as an isolated structure in a non-equilibrium geometry (wB97M-V/def2-TZVPD, the OMol25 dataset).

```
20
Properties=species:S:1:pos:R:3:forces:R:3
C 0.979234 0.639833 -1.163924 3.4 2.4 1.3
H 5.142071 -0.977088 1.183432 -2.0 -0.3 -0.1
H 0.497937 1.060346 -2.053906 -0.5 -0.4 0.7
S 2.825603 1.234548 -1.600497 -0.8 -0.4 0.1
C -5.089325 -1.252971 -0.785941 2.7 -1.1 -0.9
N 3.777413 0.457668 -0.436985 -0.8 0.5 0.7
H 3.700066 -0.998141 2.190940 -0.8 0.8 1.3
H 0.684730 -1.485995 -1.654408 0.2 0.0 0.0
C 4.011495 -1.231561 1.218622 3.1 -2.2 -0.5
H 3.882129 -2.341260 1.126804 0.3 0.8 0.1
C 1.303497 -0.784431 -1.088274 0.3 -1.1 0.4
C 3.271841 -0.650210 0.110296 2.7 3.4 0.9
H -5.980489 0.725656 -0.850136 1.9 -1.3 0.4
H -4.052691 0.472580 -0.780231 -0.1 0.6 0.3
N 2.252316 -1.291010 -0.358290 -3.3 -1.4 -2.2
H -5.913758 -1.815878 -0.987694 -2.6 -1.2 0.0
H 0.893174 1.177925 -0.157682 -0.7 -0.9 -1.5
C -5.042453 0.045236 -0.751190 -1.3 2.2 -0.5
S 5.055263 1.966318 0.783748 -1.0 -1.3 -1.0
H -4.169357 -1.871248 -0.942810 -0.6 0.8 0.7
```
Positions in Å, forces in eV/Å.

Properties
E_HOMO (spin up / spin down) in eV: -8.27 / -8.25
Total charge: 0
Calculated total energy in a.u.: -1140.3024